[1]
Below is a structure of composition C4H11N3O at a distorted geometry, with properties calculated with wB97M-V/def2-TZVPD.

Each line ends with the natural charge from an NBO analysis.
Positions of all 19 atoms, in Å:
C1 1.9918 0.6575 0.9123  -0.430
N1 1.0090 -0.1477 0.1819  -0.390
N2 1.5188 -1.0764 -0.7632  -0.653
C2 -0.1000 -0.7875 1.0825  0.556
O1 -0.2281 -0.4511 2.2360  -0.536
H1 2.2064 -1.6834 -0.3180  0.342
H2 1.9802 -0.5701 -1.5132  0.366
H3 -0.4573 -1.7023 0.5961  0.168
H4 2.5747 1.2466 0.2033  0.206
H5 2.6621 0.0137 1.4883  0.188
H6 1.4644 1.3100 1.6070  0.235
C3 -2.1215 0.0224 -1.5493  -0.688
C4 -1.5530 0.5349 -0.2510  -0.011
N3 -2.2946 1.1484 0.5796  -0.642
H7 -1.7666 1.3766 1.4330  0.326
H8 -0.1286 0.4608 -0.2732  0.320
H9 -3.0290 0.5606 -1.8335  0.221
H10 -2.3401 -1.0465 -1.4639  0.218
H11 -1.3884 0.1334 -2.3546  0.203

Atoms 1-6, force components in eV/Å:
C -0.122 -0.434 0.117
N 0.552 -0.514 0.926
N -0.111 -0.146 0.528
C 2.203 0.311 1.138
O 0.067 -0.367 -1.966
H 0.061 0.067 -0.078

The HOMO energy is -7.563 eV. Its energy above the lowest of the compared OMol25 structures with the same formula, charge and spin is 120.8 kcal per mole. Its multiplicity is 1. The total energy is -398.36165 Ha. Its gap between HOMO and LUMO is 7.9 eV.

[2]
Below is a cluster of 5 separate species, H10O5 in total, with properties calculated with wB97M-V/def2-TZVPD.

Each line ends with the natural charge from an NBO analysis.
Positions of all 15 atoms, in Å:
O1 -3.2689 -0.3717 0.6178  -0.938
H1 -3.0001 0.2846 1.2676  0.466
H2 -4.1310 -0.0726 0.3141  0.473
O2 2.1997 -2.3669 0.2955  -0.959
H3 1.6547 -1.5707 0.2175  0.486
H4 1.8354 -2.9724 -0.3557  0.463
O3 1.0760 0.6373 -2.6925  -0.959
H5 1.9521 0.3465 -2.9597  0.467
H6 0.7772 -0.0215 -2.0520  0.487
O4 0.0558 -0.4184 -0.2412  -0.976
H7 0.0616 0.5372 -0.1144  0.493
H8 -0.4263 -0.7580 0.5203  0.494
O5 0.4595 1.8609 1.7461  -0.949
H9 -0.0347 2.4141 2.3589  0.476
H10 0.7891 2.4715 1.0777  0.476

Atoms 1-6, force components in eV/Å:
O 0.063 0.039 0.082
H -0.031 0.013 0.013
H -0.004 -0.036 -0.046
O 0.032 0.042 0.046
H 0.000 -0.033 -0.092
H -0.008 -0.005 -0.006

The HOMO energy is -10.947 eV. Its energy above the lowest of the compared OMol25 structures with the same formula, charge and spin is 23.7 kcal per mole. Its multiplicity is 1. The total energy is -382.18643 Ha. Its gap between HOMO and LUMO is 11.2 eV.

[3]
Below is the molecule C6H9NO2 at a distorted geometry, with properties calculated with wB97M-V/def2-TZVPD.

Each line ends with the natural charge from an NBO analysis.
Positions of all 18 atoms, in Å:
C1 1.1546 -1.1410 -0.0620  -0.048
C2 -0.1341 -1.8320 -0.3120  0.097
C3 -1.3956 -1.0970 -0.6916  -0.655
C4 1.3214 0.3366 -0.2835  0.516
C5 0.4094 1.2898 0.4011  0.062
N1 0.0209 1.0044 1.6879  -0.817
C6 0.0495 2.3954 -0.2686  -0.448
O1 0.3791 -1.6777 0.9779  -0.488
O2 2.1665 0.6987 -1.0733  -0.507
H1 2.0638 -1.6949 -0.2903  0.208
H2 -0.0552 -2.8493 -0.6998  0.189
H3 -0.7375 1.5502 2.0585  0.382
H4 0.0613 0.0426 1.9836  0.410
H5 -1.2620 -0.6013 -1.6435  0.230
H6 -2.2303 -1.8022 -0.7593  0.222
H7 -1.6404 -0.3374 0.0613  0.232
H8 0.4608 2.5994 -1.2379  0.222
H9 -0.6321 3.1156 0.1512  0.193

Atoms 1-6, force components in eV/Å:
C 0.561 -0.260 -0.795
C -0.124 0.042 -0.876
C -0.140 -0.136 0.553
C 0.168 -0.186 -0.120
C -0.203 1.007 -0.286
N 0.051 -0.180 0.394

The HOMO energy is -8.457 eV. Its energy above the lowest of the compared OMol25 structures with the same formula, charge and spin is 48.5 kcal per mole. Its multiplicity is 1. The total energy is -439.19906 Ha. Its gap between HOMO and LUMO is 8.9 eV.

[4]
Below is the molecule CH4OP2 at a distorted geometry, with properties calculated with wB97M-V/def2-TZVPD.

Each line ends with the natural charge from an NBO analysis.
Positions of all 8 atoms, in Å:
C1 -0.0965 -0.0095 0.5723  -1.126
O1 -2.1298 0.6535 -1.2392  -0.969
P1 -1.6795 1.0547 0.1023  1.326
P2 1.5818 0.2938 -0.1422  0.332
H1 -0.1619 0.0360 1.7178  0.228
H2 -0.2169 -1.0633 0.2702  0.254
H3 1.8803 -1.0326 0.0382  -0.034
H4 0.8226 0.0674 -1.3192  -0.011

Atoms 1-6, force components in eV/Å:
C -1.869 0.214 2.160
O 0.004 -0.060 -0.207
P 1.535 -0.861 0.383
P -0.864 1.203 -0.411
H 0.361 -0.068 -1.372
H -0.807 0.466 0.256

The HOMO energy is -9.454 eV. Its energy above the lowest of the compared OMol25 structures with the same formula, charge and spin is 14.9 kcal per mole. Its multiplicity is 1. The total energy is -798.39240 Ha. Its gap between HOMO and LUMO is 8.6 eV.

[5]
Below is a cluster of 2 separate species, C9H14 in total at a distorted geometry, with properties calculated with wB97M-V/def2-TZVPD.

Each line ends with the natural charge from an NBO analysis.
Positions of all 23 atoms, in Å:
C1 1.5821 -0.6279 2.1320  -0.615
C2 2.6333 -1.1951 1.1887  -0.610
H1 1.5484 0.4532 1.9796  0.203
H2 0.5477 -0.9227 1.9627  0.214
H3 1.7494 -0.8821 3.1808  0.201
H4 2.8982 -2.2342 1.3922  0.203
H5 3.6159 -0.7128 1.2681  0.204
H6 2.2714 -1.0280 0.1842  0.201
C3 -0.5058 2.3177 -1.9436  -0.635
C4 -2.5200 -0.1266 0.1696  -0.201
C5 -1.6249 -1.2067 0.2266  -0.228
C6 -2.2334 0.8897 -0.7242  -0.213
C7 -1.0141 1.0299 -1.3807  -0.011
C8 -0.4515 -1.1599 -0.5022  -0.210
C9 -0.1140 -0.0324 -1.2474  -0.218
H7 -3.3914 -0.1218 0.7985  0.215
H8 -1.9659 -2.1370 0.6700  0.214
H9 -2.9783 1.6598 -0.9039  0.205
H10 0.2183 -2.0146 -0.4828  0.214
H11 0.0059 2.1605 -2.8892  0.220
H12 0.1142 2.8419 -1.2113  0.225
H13 0.8912 -0.0039 -1.6523  0.208
H14 -1.2769 3.0529 -2.2153  0.216

Atoms 1-6, force components in eV/Å:
C -0.059 0.379 0.420
C 0.281 -0.107 0.374
H 0.119 0.087 0.421
H 0.168 -0.462 -0.466
H 0.333 0.319 -0.010
H -0.545 -0.202 -0.300

The HOMO energy is -8.976 eV. Its energy above the lowest of the compared OMol25 structures with the same formula, charge and spin is 12.7 kcal per mole. Its multiplicity is 1. The total energy is -351.30994 Ha. Its gap between HOMO and LUMO is 10.0 eV.

[6]
Below is a cluster of 2 separate species, C4H9O2 in total, with properties calculated with wB97M-V/def2-TZVPD.

Each line ends with the natural charge from an NBO analysis.
Positions of all 15 atoms, in Å:
C1 0.1697 1.9190 0.1588  -0.747
C2 1.6509 1.5101 -0.0454  0.759
O1 1.9121 0.8800 -1.0974  -0.800
O2 2.4063 1.8530 0.8909  -0.792
H1 0.0972 2.1739 1.2098  0.203
H2 -0.4961 1.0832 -0.0520  0.185
H3 -0.1602 2.6809 -0.5520  0.195
C3 -0.7678 -1.4871 -0.8027  -0.604
C4 -0.6568 -1.5178 0.7164  -0.617
H4 -0.6995 -0.5115 -1.2579  0.228
H5 0.0394 -2.0843 -1.2577  0.202
H6 -1.6909 -1.9405 -1.1772  0.173
H7 0.1556 -0.8942 1.0884  0.233
H8 -1.5607 -1.1229 1.1940  0.191
H9 -0.3991 -2.5419 0.9842  0.190

Atoms 1-6, force components in eV/Å:
C -0.041 -0.506 -0.114
C -0.236 -0.030 -0.216
O 0.084 0.059 0.089
O 0.272 -0.102 -0.114
H -0.453 0.532 0.012
H 0.068 -0.155 0.103

The charge is -1. The HOMO energy is -3.840 eV. Its energy above the lowest of the compared OMol25 structures with the same formula, charge and spin is 6.1 kcal per mole. Its multiplicity is 1. The total energy is -308.33522 Ha. Its gap between HOMO and LUMO is 7.8 eV.

Repeat the sixth record exactly.
Below is a cluster of 2 separate species, C4H9O2 in total, with properties calculated with wB97M-V/def2-TZVPD.

Each line ends with the natural charge from an NBO analysis.
Positions of all 15 atoms, in Å:
C1 0.1697 1.9190 0.1588  -0.747
C2 1.6509 1.5101 -0.0454  0.759
O1 1.9121 0.8800 -1.0974  -0.800
O2 2.4063 1.8530 0.8909  -0.792
H1 0.0972 2.1739 1.2098  0.203
H2 -0.4961 1.0832 -0.0520  0.185
H3 -0.1602 2.6809 -0.5520  0.195
C3 -0.7678 -1.4871 -0.8027  -0.604
C4 -0.6568 -1.5178 0.7164  -0.617
H4 -0.6995 -0.5115 -1.2579  0.228
H5 0.0394 -2.0843 -1.2577  0.202
H6 -1.6909 -1.9405 -1.1772  0.173
H7 0.1556 -0.8942 1.0884  0.233
H8 -1.5607 -1.1229 1.1940  0.191
H9 -0.3991 -2.5419 0.9842  0.190

Atoms 1-6, force components in eV/Å:
C -0.041 -0.506 -0.114
C -0.236 -0.030 -0.216
O 0.084 0.059 0.089
O 0.272 -0.102 -0.114
H -0.453 0.532 0.012
H 0.068 -0.155 0.103

The charge is -1. The HOMO energy is -3.840 eV. Its energy above the lowest of the compared OMol25 structures with the same formula, charge and spin is 6.1 kcal per mole. Its multiplicity is 1. The total energy is -308.33522 Ha. Its gap between HOMO and LUMO is 7.8 eV.

- What is the gap between HOMO and LUMO in the second record?
  11.2 eV

- What is the gap between HOMO and LUMO in the sixth record?
  7.8 eV